No. 1
This record from the Open Molecules 2025 dataset describes the molecule C2H3ClN2. The level of theory is ωB97M-V with the def2-TZVPD basis set.

XYZ file:
```
8
Properties=species:S:1:pos:R:3:forces:R:3:mulliken_charge:R:1
H -3.02099 0.29198 0.09034 1.1 0.2 0.0 0.264
N -2.21749 -0.37259 0.07044 3.1 -0.2 -0.7 -0.490
N -1.10154 0.24054 -0.07865 -4.1 1.3 1.2 -0.039
C 0.14293 -0.25027 -0.25782 6.1 -0.9 -0.2 0.020
C 1.38268 0.30191 0.31885 -4.4 -3.0 -3.5 -0.275
Cl 2.98337 -0.08958 -0.18860 -0.5 -0.5 -0.2 -0.142
H 0.37396 -1.03445 -1.08518 -0.8 1.3 1.4 0.256
H 1.45708 0.91245 1.13060 -0.5 1.8 2.0 0.406
```
Forces are in eV/Å.

- Orbital gap: 7.75 eV
- SMILES: [H]/N=N/C=C/Cl
- ΔE to the lowest compared entry with this formula, charge and spin: 85.76 kcal/mol
- HOMO energy: -0.312 Ha
- LUMO energy: -0.76 eV

***

No. 2
This record from the Open Molecules 2025 dataset describes a structure of composition C19H21AlN6. The level of theory is ωB97M-V with the def2-TZVPD basis set.

XYZ file:
```
47
Properties=species:S:1:pos:R:3:forces:R:3:mulliken_charge:R:1
Al 0.67801 -0.14963 1.01974 -0.2 0.0 0.3 -0.280
C -2.50378 -3.30116 4.17951 0.0 0.0 0.0 -0.527
C -1.13159 -3.51903 4.21815 0.0 0.0 0.0 -1.068
C -0.32754 -3.08134 3.17189 0.0 0.0 0.0 0.148
C -0.89735 -2.42632 2.08104 0.0 0.1 0.0 -1.088
C -2.27131 -2.23030 2.03380 -0.1 0.0 0.0 -0.164
C -3.07181 -2.66406 3.08474 0.0 0.0 0.0 -0.950
N -0.05736 -1.89733 1.04661 0.1 0.0 0.0 0.458
C 0.48198 -2.73234 0.13049 0.1 0.0 -0.1 0.848
C 0.16391 -4.09656 -0.03815 0.0 0.0 0.0 -0.739
C 0.76858 -4.79816 -1.04261 0.1 0.0 -0.1 -0.587
C 1.72247 -4.21331 -1.93313 0.0 -0.1 0.0 -0.674
C 2.06651 -2.90853 -1.80248 0.0 0.1 0.0 -0.884
C 1.46035 -2.15784 -0.76363 -0.1 0.0 0.1 1.018
N 1.69056 -0.86417 -0.48129 0.2 0.0 -0.2 1.399
N 2.49527 -0.11905 -1.14990 -0.1 0.0 0.1 -1.400
C 2.45894 1.18346 -0.65712 0.0 0.1 0.0 0.189
C 3.29622 2.13637 -1.22135 0.1 0.0 -0.1 -0.501
C 3.23733 3.43411 -0.76166 0.0 0.0 0.0 -0.239
C 2.33098 3.76213 0.24889 0.0 0.1 0.0 -1.075
C 1.53656 2.77139 0.76347 -0.1 0.0 0.0 0.164
N 1.59164 1.48889 0.34177 0.1 -0.1 -0.1 0.235
H -3.13008 -3.64609 4.99251 0.0 0.0 0.0 0.459
H -0.68644 -4.04151 5.05536 0.0 0.0 0.0 0.445
H 0.74052 -3.28401 3.17691 0.0 0.0 0.0 0.588
H -2.72310 -1.77939 1.15501 0.0 0.0 0.0 0.675
H -4.14391 -2.51949 3.03921 0.0 0.0 0.0 0.466
H -0.56010 -4.56781 0.61204 0.0 0.0 0.0 0.509
H 0.50896 -5.84111 -1.17816 0.0 0.0 0.0 0.436
H 2.16470 -4.82045 -2.71121 0.0 0.0 0.0 0.432
H 2.78403 -2.42608 -2.45252 0.0 0.0 0.0 0.503
H 3.96408 1.82417 -2.01218 0.0 0.0 0.0 0.524
H 3.87886 4.19515 -1.18661 0.0 0.0 0.0 0.453
H 2.24023 4.77346 0.61991 0.0 0.0 0.0 0.435
H 0.81287 3.00499 1.53384 0.0 0.0 0.0 0.455
N 1.35265 -0.11847 2.90396 -0.1 0.0 0.1 -0.112
C 0.56688 0.91549 3.65210 -0.1 -0.1 -0.1 -0.602
C -0.88732 0.81671 3.21801 0.1 0.0 -0.1 -0.426
N -0.96192 0.78675 1.71196 0.0 0.0 0.1 -0.197
H 1.13208 -1.03802 3.29607 0.0 0.0 0.0 0.193
H 2.34798 0.01936 3.06640 0.0 0.1 -0.1 0.380
H 0.98725 1.88954 3.41469 0.1 0.0 0.0 0.293
H 0.64768 0.77077 4.72699 0.0 0.0 0.0 0.472
H -1.46142 1.64847 3.61870 0.0 0.0 0.0 0.490
H -1.32945 -0.10961 3.58276 0.0 0.0 0.0 0.150
H -1.11368 1.72489 1.34893 0.0 0.0 0.0 0.434
H -1.79086 0.25691 1.44392 0.0 0.0 0.0 0.260
```
Forces are in eV/Å.

- Orbital gap (alpha / beta): 5.86 / 6.15 eV
- Total charge: +2
- HOMO energy (alpha / beta): -0.511 / -0.515 Ha
- LUMO energy (alpha / beta): -8.04 / -7.87 eV